A.
{
  "formula": "C3H7N5",
  "method": "the ωB97M-V functional and the def2-TZVPD basis",
  "charge": 0,
  "spin_multiplicity": 1,
  "gap_ev": 8.98,
  "homo_energy_ev": -8.16,
  "elements": ["N", "C", "H", "C", "H", "H", "C", "H", "H", "N", "H", "N", "N", "H", "N"],
  "positions_angstrom": [[-2.06282, 1.28580, 0.09522], [-0.87291, 0.66768, -0.14967], [2.68272, -0.96616, 0.48668], [0.46638, 1.17710, -0.18596], [-2.31918, -0.70807, 0.82193], [0.82782, 2.19908, -0.21409], [1.26152, 0.11323, -0.08624], [-1.93457, 2.29035, 0.03523], [-2.50724, -1.67453, -0.44498], [0.50798, -1.09195, -0.03088], [3.12678, 0.64825, 0.53596], [-0.77447, -0.70808, -0.38869], [-1.81023, -1.40254, 0.19029], [0.76440, -1.77813, -0.71800], [2.64380, -0.05204, 0.05320]]
}

***

B.
{
  "formula": "C3H7N5",
  "method": "the ωB97M-V functional and the def2-TZVPD basis",
  "charge": 0,
  "spin_multiplicity": 1,
  "gap_ev": 8.37,
  "homo_energy_ev": -8.43,
  "elements": ["C", "H", "H", "N", "H", "H", "H", "C", "H", "N", "N", "N", "H", "C", "N"],
  "positions_angstrom": [[-0.78961, 0.85746, -0.84782], [2.44342, -1.16610, 0.10179], [-1.82331, -1.44883, -0.36930], [-0.14316, -0.29460, -0.22484], [2.09448, 1.77358, 0.12014], [-2.08914, -0.61457, 0.98623], [-2.26781, 1.56687, -1.77315], [-1.18289, -1.14153, 0.33303], [-0.66309, -1.87301, 0.80030], [0.14575, 1.84111, -0.70110], [1.97282, -0.58646, 0.77907], [-2.00890, 0.72311, -1.36818], [2.05369, -1.13148, 1.80983], [1.30702, 1.23800, -0.15193], [0.95073, 0.25646, 0.50592]]
}

***

Short version: A is the most stable of them.

***

A.
{
  "formula": "C3H7N5",
  "method": "the ωB97M-V functional and the def2-TZVPD basis",
  "charge": 0,
  "spin_multiplicity": 1,
  "gap_ev": 8.54,
  "homo_energy_ev": -8.37,
  "elements": ["H", "C", "H", "C", "H", "N", "N", "N", "N", "H", "H", "H", "C", "N", "H"],
  "positions_angstrom": [[0.54274, 2.78722, 0.27057], [0.79666, 1.50752, 0.03399], [1.29364, -2.39162, -1.03030], [-1.08102, -0.07684, 0.12915], [2.16333, -1.84363, 1.13276], [1.65926, 0.73442, -0.61508], [-0.42914, 1.00417, 0.44136], [-2.46798, -0.07179, 0.11332], [1.24810, -1.21710, 0.96917], [2.36398, 1.48743, -0.64466], [-0.97309, 1.71912, 0.95337], [-2.61466, 0.35048, -1.08210], [0.72495, -1.59154, -0.21921], [-0.55873, -1.15370, -0.56970], [-2.66805, -1.24414, 0.11734]]
}

***

B.
{
  "formula": "C3H7N5",
  "method": "the ωB97M-V functional and the def2-TZVPD basis",
  "charge": 0,
  "spin_multiplicity": 1,
  "gap_ev": 8.91,
  "homo_energy_ev": -8.13,
  "elements": ["H", "H", "N", "H", "N", "C", "C", "N", "N", "C", "H", "H", "H", "H", "N"],
  "positions_angstrom": [[2.98349, 0.79230, 0.19258], [-2.28489, -0.56146, 0.85531], [-0.93798, -0.67570, -0.47298], [-2.39388, -1.91125, -0.05150], [-1.72749, -1.34182, 0.47840], [-0.89554, 0.73447, -0.23597], [1.12705, 0.01948, -0.01806], [0.39517, -1.13439, -0.28791], [-2.00231, 1.22347, 0.11853], [0.49516, 1.19495, -0.15669], [0.67365, -1.72294, -1.00300], [-1.81566, 2.24781, 0.17482], [3.03240, -0.95297, 0.17238], [0.87984, 2.19430, -0.13598], [2.47098, -0.10625, 0.37008]]
}

***

C.
{
  "formula": "C3H7N5",
  "method": "the ωB97M-V functional and the def2-TZVPD basis",
  "charge": 0,
  "spin_multiplicity": 1,
  "gap_ev": 10.05,
  "homo_energy_ev": -9.19,
  "elements": ["N", "H", "C", "N", "N", "H", "C", "H", "N", "H", "H", "N", "C", "H", "H"],
  "positions_angstrom": [[-2.09999, 0.58086, 0.27126], [1.40878, 1.09517, -1.19074], [1.32875, 0.08619, -0.73947], [-0.02235, -2.11425, 0.91662], [2.17118, -0.86772, -0.74846], [-2.26438, -0.38585, 0.18474], [0.08628, -0.87693, 1.10716], [-2.80982, 1.24376, 0.04271], [0.13820, -0.05748, -0.06513], [-0.21470, -2.74609, 1.67897], [0.15210, -0.31022, 2.00709], [-0.45059, 2.12705, -0.67097], [-0.79380, 0.99411, -0.15227], [-1.24040, 2.79048, -0.70590], [3.08599, -0.58661, -1.23263]]
}

***

Short version: C is the most stable of them.

***

A.
{
  "formula": "C10H8N2",
  "method": "the ωB97M-V functional and the def2-TZVPD basis",
  "charge": 0,
  "spin_multiplicity": 1,
  "gap_ev": 9.27,
  "homo_energy_ev": -8.87,
  "elements": ["C", "H", "N", "C", "H", "H", "C", "N", "C", "H", "H", "H", "C", "H", "C", "C", "C", "H", "C", "C"],
  "positions_angstrom": [[-0.39840, 0.86876, -0.11527], [0.32160, 3.87558, -0.53037], [-1.69982, 0.82964, 0.04903], [-2.39114, 2.00000, 0.00136], [-1.99992, 4.02031, -0.05294], [2.21629, -3.95903, 0.20956], [-1.67392, 3.14690, -0.15578], [0.36412, 1.88221, -0.23153], [-0.30120, 3.08635, -0.28534], [2.34368, 0.06054, -0.17297], [-0.38476, -3.78425, 0.62670], [3.17600, -1.78141, -0.36708], [0.24719, -0.52960, -0.01966], [-3.59226, 1.88371, 0.02269], [0.15538, -2.92437, 0.30150], [2.33148, -1.85025, -0.04414], [1.60304, -2.94849, 0.11972], [-1.46908, -1.56779, 0.53232], [-0.47574, -1.70777, 0.25076], [1.62746, -0.60103, -0.13857]]
}

***

B.
{
  "formula": "C10H8N2",
  "method": "the ωB97M-V functional and the def2-TZVPD basis",
  "charge": 0,
  "spin_multiplicity": 1,
  "gap_ev": 10.10,
  "homo_energy_ev": -9.35,
  "elements": ["C", "C", "H", "N", "C", "C", "H", "C", "C", "N", "H", "C", "C", "H", "H", "H", "C", "C", "H", "H"],
  "positions_angstrom": [[1.39643, 0.99014, 0.59560], [2.74139, -0.94961, -0.83696], [0.88595, 1.79808, 1.12785], [1.35866, -1.00284, -0.80444], [0.72803, -0.04459, -0.16090], [-1.44163, -0.96958, 0.64092], [-1.02725, -1.93182, 1.12309], [-3.45569, 0.04670, -0.15388], [-2.64051, 0.93830, -0.82704], [-1.44463, 0.90913, -0.84276], [4.65438, -0.13791, -0.01481], [-2.80838, -0.90234, 0.69637], [-0.76998, -0.08872, -0.13322], [3.33357, 1.99729, 1.07741], [3.13039, -1.72145, -1.34162], [-4.52732, 0.04705, -0.22005], [3.47393, -0.07127, -0.12576], [2.79210, 0.93407, 0.62679], [-3.04822, 1.64142, -1.56925], [-3.33123, -1.48206, 1.14266]]
}

***

Short version: A is the most stable of them.

***

A.
{
  "formula": "C7H15N2",
  "method": "the ωB97M-V functional and the def2-TZVPD basis",
  "charge": 1,
  "spin_multiplicity": 1,
  "gap_ev": [7.40, 7.40],
  "homo_energy_ev": [-10.88, -10.88],
  "elements": ["H", "H", "H", "H", "H", "H", "C", "H", "N", "C", "C", "H", "H", "C", "H", "C", "C", "H", "H", "H", "H", "C", "H", "N"],
  "positions_angstrom": [[-1.09790, -0.74760, -1.56964], [2.41649, -1.17121, -0.61354], [2.23354, 1.09877, 1.52117], [-1.95902, -0.22351, 1.19404], [1.23058, -2.47562, -0.62710], [1.25627, -1.29597, -1.93383], [0.42381, -0.55223, -0.06662], [-1.18049, -1.97628, -0.28939], [-2.05587, -0.10919, 0.17944], [-1.94815, 1.32320, -0.12018], [1.16737, 0.93526, 1.35545], [-2.96886, -0.51577, -0.08628], [-2.22733, 1.54562, -1.13961], [-1.00596, -0.91825, -0.49548], [1.50532, -1.22613, 1.74938], [0.71795, -0.53889, 1.45582], [0.81250, 0.90374, -0.09166], [-2.41794, 1.94728, 0.61969], [1.01510, 1.44376, -2.04041], [1.63761, 2.57035, -0.89789], [-0.13950, -0.70410, 2.10368], [1.39308, -1.42726, -0.86506], [0.62211, 1.64231, 1.97662], [1.26462, 1.65319, -1.08643]]
}

***

B.
{
  "formula": "C7H15N2",
  "method": "the ωB97M-V functional and the def2-TZVPD basis",
  "charge": 1,
  "spin_multiplicity": 1,
  "gap_ev": 11.20,
  "homo_energy_ev": -14.50,
  "elements": ["C", "H", "C", "C", "C", "H", "H", "H", "H", "H", "C", "C", "C", "H", "H", "H", "H", "H", "H", "N", "H", "N", "H", "H"],
  "positions_angstrom": [[2.58020, 0.90654, -0.07192], [-1.64616, 0.54702, -2.07276], [-1.68434, -0.99721, 0.38381], [-1.43802, 1.54424, 0.74418], [-0.70792, 0.44074, -1.50721], [-0.27398, -0.40314, -1.90950], [-1.87200, -1.33121, 1.35314], [-1.04604, 2.49061, 0.46851], [-0.01703, 1.22295, -1.78606], [0.73713, -1.24280, -0.70928], [-0.79055, 0.25765, 0.07508], [2.68438, -0.56751, -0.03985], [0.54537, 0.16384, 0.73686], [3.54925, 1.34865, -0.03608], [1.17503, -1.95904, 0.65149], [3.17360, -1.22863, -0.77732], [-1.36994, -1.81289, -0.16987], [0.68120, 0.30112, 1.76362], [-2.35432, 1.47264, 0.12125], [1.27987, -1.07670, 0.16620], [-2.69226, -0.79922, -0.08630], [1.49757, 1.42662, 0.27818], [3.12623, -0.65103, 0.94770], [-1.79344, 1.53979, 1.78636]]
}

***

Short version: B is the most stable of them.

***

A.
{
  "formula": "C5H12S",
  "method": "the ωB97M-V functional and the def2-TZVPD basis",
  "charge": 0,
  "spin_multiplicity": 1,
  "gap_ev": 8.31,
  "homo_energy_ev": -7.56,
  "elements": ["H", "H", "C", "H", "H", "H", "H", "H", "H", "C", "H", "C", "C", "C", "S", "H", "H", "H"],
  "positions_angstrom": [[3.53497, -0.11127, -0.63013], [-2.71674, -1.27156, 2.06937], [-1.97375, 0.53276, -1.05281], [1.09131, 1.28298, -0.82789], [2.86675, -0.08354, 1.02721], [-3.10632, 0.37927, -1.20241], [0.51806, -0.33937, 1.61698], [-1.40003, 0.45264, -2.00268], [2.45961, -1.37673, 0.02310], [1.12033, 0.24350, -0.30437], [-0.68573, -1.36806, -0.44907], [0.24606, 0.38975, 0.86441], [-2.75956, -0.61804, 1.24095], [2.59347, -0.30480, -0.04534], [-1.46774, -0.39599, 0.41134], [1.01858, -0.38049, -1.20925], [-1.68027, 1.58582, -0.79972], [0.34100, 1.38311, 1.27032]]
}

***

B.
{
  "formula": "C5H12S",
  "method": "the ωB97M-V functional and the def2-TZVPD basis",
  "charge": 0,
  "spin_multiplicity": 1,
  "gap_ev": 10.00,
  "homo_energy_ev": -8.99,
  "elements": ["H", "S", "C", "H", "H", "H", "H", "C", "C", "H", "C", "H", "C", "H", "H", "H", "H", "H"],
  "positions_angstrom": [[-1.66416, 1.70775, -0.76328], [-0.61385, -2.04931, 2.61618], [0.60832, -0.63431, 0.55850], [0.27994, -1.48014, -0.05157], [0.97044, -0.27517, 2.66293], [-3.31818, 1.47423, -1.59030], [1.75572, 0.26391, -1.06112], [-1.66830, 1.46222, -2.85751], [-2.24188, 1.54722, -1.66445], [-0.19091, 0.10435, 0.54674], [0.83752, -1.11070, 1.98113], [1.68558, -1.78918, 2.02965], [1.90068, -0.10286, -0.04763], [-2.28572, 1.26342, -3.72609], [-0.43197, -1.77871, 3.90611], [2.67095, -0.87554, -0.05418], [2.31571, 0.70334, 0.55927], [-0.60987, 1.56947, -3.04439]]
}

***

Short version: B is the most stable of them.

***

A.
{
  "formula": "C7H11N2OS",
  "method": "the ωB97M-V functional and the def2-TZVPD basis",
  "charge": 1,
  "spin_multiplicity": 1,
  "gap_ev": 8.52,
  "homo_energy_ev": -11.57,
  "elements": ["H", "H", "H", "C", "N", "C", "H", "O", "H", "S", "H", "H", "H", "H", "H", "N", "C", "H", "C", "C", "C", "C"],
  "positions_angstrom": [[0.53638, -1.23467, -0.79023], [3.01199, 3.99394, 0.79054], [-3.36319, -1.11193, -2.81752], [0.59023, -0.98027, 1.43194], [0.91315, -0.71040, -0.01213], [0.20961, 0.58352, -0.41000], [-0.79149, 2.35662, -2.15195], [3.33437, 0.84809, 0.40043], [1.01827, -0.20217, 2.13314], [-3.04708, 1.42096, -2.53736], [1.96893, -0.61212, -0.11218], [1.06627, -1.86868, 1.69997], [-1.94271, 2.45817, -0.80992], [0.65685, 1.43876, -0.11895], [-0.47500, -1.28074, 1.58049], [2.63870, 3.04851, 0.63763], [-1.51221, 1.84387, -1.61657], [-1.20417, -1.63889, -1.87322], [-1.53071, -0.59177, -1.74442], [-0.87893, 0.56982, -1.15730], [-2.67536, -0.26762, -2.44298], [3.14185, 1.99301, 0.49179]]
}

***

B.
{
  "formula": "C7H11N2OS",
  "method": "the ωB97M-V functional and the def2-TZVPD basis",
  "charge": 1,
  "spin_multiplicity": 1,
  "gap_ev": [6.88, 8.52],
  "homo_energy_ev": [-12.60, -13.31],
  "elements": ["H", "H", "O", "N", "C", "H", "C", "H", "H", "C", "C", "N", "H", "C", "H", "H", "S", "C", "C", "H", "H", "H"],
  "positions_angstrom": [[1.37280, -1.86024, 0.69475], [-2.66395, -0.12048, -1.41702], [-1.92149, 2.00071, -0.18191], [0.56410, 1.27033, -0.07210], [2.83032, 1.08735, -0.31921], [-3.30054, -1.38726, 1.26681], [0.41225, -0.01451, 0.39367], [-4.34057, 0.15460, -0.78035], [1.84527, 2.67745, -1.00281], [-3.61171, -1.47254, 0.15437], [1.69280, 1.77968, -0.48305], [3.97446, -0.88423, 0.54339], [-4.61125, -1.83625, -0.02261], [-3.37024, -0.20824, -0.65927], [-2.94841, -2.29040, -0.14066], [3.94555, -1.65810, 1.20775], [-2.53395, 0.87580, 0.54004], [1.51086, -0.81704, 0.51502], [2.82534, -0.21221, 0.27444], [3.68567, 1.49961, -0.82548], [-0.22810, 1.83874, -0.11581], [4.87078, -0.42273, 0.43003]]
}

***

Short version: A is the most stable of them.